ORCA calculation (ωB97M-V/def2-TZVPD) on 5 unconnected molecules or ions with the total composition C45H95N5O5 at a distorted geometry.

Results
**DFT total energy**: -65881.119 eV
**Orbital gap**: 8.4 eV
**LUMO energy**: 0.35 eV

Positions of all 150 atoms, in Å:
C 20.4733 -3.7190 -21.2177
C 19.1483 -3.9736 -20.4510
C 17.9137 -4.3502 -21.3131
C 19.4857 -5.2964 -19.6232
C 20.3206 -5.1369 -18.4242
C 19.7262 -4.0047 -17.5729
C 19.3832 -2.6620 -18.2444
C 18.2451 -2.0821 -17.2591
C 20.6333 -1.7349 -18.3138
N 18.7316 -2.8430 -19.5914
O 18.5505 -1.6557 -20.3033
H 20.3058 -3.1365 -22.1237
H 21.1470 -3.1044 -20.6206
H 20.9713 -4.5818 -21.6599
H 17.0840 -4.8670 -20.8308
H 17.5069 -3.5520 -21.9340
H 18.2938 -5.0638 -22.0441
H 18.5084 -5.7432 -19.4408
H 20.1170 -5.9618 -20.2120
H 20.3920 -6.0222 -17.7922
H 21.3219 -4.8271 -18.7234
H 20.3767 -3.9160 -16.7028
H 18.8966 -4.4346 -17.0116
H 18.7378 -1.7350 -16.3509
H 17.3878 -2.6655 -16.9234
H 17.8104 -1.2586 -17.8256
H 20.7411 -1.1054 -19.1972
H 21.6242 -2.1228 -18.0777
H 20.6911 -1.1053 -17.4259
H 17.5992 -1.5699 -20.3991
C 17.5249 3.5839 -19.7940
C 18.6997 4.4955 -20.1020
C 19.6576 4.4193 -18.9095
C 19.4707 4.2463 -21.3620
C 18.7845 4.4232 -22.7878
C 18.3711 5.8973 -22.6984
C 17.5523 6.4503 -21.3704
C 17.7300 8.0146 -21.4941
C 16.0912 6.0730 -21.4990
N 18.3358 5.9195 -20.2225
O 17.9810 6.6150 -18.9884
H 17.2061 2.9141 -20.5926
H 17.8813 2.8986 -19.0250
H 16.6957 4.1596 -19.3826
H 19.3781 4.8403 -17.9437
H 19.9724 3.4024 -18.6751
H 20.6128 4.8686 -19.1812
H 20.2097 5.0357 -21.2246
H 20.0628 3.3396 -21.2387
H 19.3624 4.0592 -23.6372
H 17.8182 3.9314 -22.8994
H 17.8805 6.1678 -23.6334
H 19.2824 6.4700 -22.8707
H 17.3188 8.6006 -22.3161
H 18.8113 8.0822 -21.3747
H 17.3725 8.4254 -20.5499
H 15.7588 6.6619 -22.3539
H 15.5602 6.4428 -20.6219
H 15.9852 4.9976 -21.6419
H 18.8531 6.9879 -18.8402
C 19.2393 11.2585 -26.6170
C 18.3424 12.5506 -26.8614
C 18.2015 13.4986 -25.5901
C 19.1736 13.2802 -28.0021
C 18.3854 14.2754 -28.8209
C 17.0721 13.6729 -29.3337
C 16.2041 13.0644 -28.2682
C 15.3904 14.1414 -27.4632
C 15.1009 12.3386 -29.1386
N 17.0274 12.1842 -27.3362
O 16.2621 11.3136 -26.5294
H 19.1336 10.4790 -27.3715
H 20.3013 11.4617 -26.4793
H 18.6967 10.6888 -25.8627
H 18.3350 14.5597 -25.8004
H 17.3945 13.3121 -24.8814
H 19.1209 13.4351 -25.0081
H 19.8911 13.8895 -27.4525
H 19.8654 12.5705 -28.4556
H 18.2399 15.2418 -28.3380
H 18.9043 14.6516 -29.7025
H 17.2883 12.9090 -30.0806
H 16.5263 14.4430 -29.8788
H 16.0749 14.7811 -26.9060
H 14.7795 13.6684 -26.6944
H 14.7202 14.8059 -28.0084
H 14.5789 13.0194 -29.8111
H 14.3276 11.9646 -28.4675
H 15.5961 11.5559 -29.7131
H 15.9618 11.9529 -25.8792
C 8.0055 14.3031 -22.2140
C 9.2877 13.7957 -21.5126
C 9.9581 14.9353 -20.7819
C 8.8042 12.6667 -20.5188
C 9.9618 11.8584 -19.9105
C 10.7742 11.2353 -21.0269
C 11.2410 12.1460 -22.1739
C 12.5481 12.8743 -21.7542
C 11.4157 11.2285 -23.3910
N 10.1273 13.0856 -22.4910
O 10.4433 14.0170 -23.5710
H 7.9848 15.3892 -22.3045
H 7.8516 14.0055 -23.2512
H 7.1470 13.8413 -21.7263
H 9.1738 15.3610 -20.1559
H 10.7652 14.5370 -20.1670
H 10.3531 15.7796 -21.3468
H 8.1340 13.0781 -19.7640
H 8.1072 11.9542 -20.9599
H 10.4872 12.6332 -19.3521
H 9.6687 11.1501 -19.1356
H 10.3838 10.2509 -21.2848
H 11.6690 10.8962 -20.5049
H 12.8795 12.8778 -20.7158
H 12.5376 13.9391 -21.9870
H 13.4815 12.5492 -22.2138
H 10.4986 10.6766 -23.5972
H 12.1419 10.4242 -23.2734
H 11.7107 11.8440 -24.2408
H 9.7021 14.0484 -24.1803
C 28.5145 11.3119 -21.2656
C 27.7958 9.9096 -21.2199
C 28.8695 8.8369 -21.1224
C 26.9296 9.9800 -20.0172
C 25.9332 8.8441 -19.8724
C 25.0195 8.8812 -21.0883
C 25.8014 8.7790 -22.4188
C 26.0919 7.2823 -22.6268
C 24.8456 9.2381 -23.5992
N 26.9149 9.7640 -22.4601
O 27.6441 9.6168 -23.6278
H 27.9095 12.2068 -21.4116
H 28.7416 11.5341 -20.2229
H 29.4535 11.2437 -21.8148
H 29.5776 9.0473 -20.3209
H 28.5790 7.8056 -20.9220
H 29.5071 8.6968 -21.9953
H 27.4957 10.2745 -19.1336
H 26.2129 10.8008 -20.0450
H 26.3564 7.8435 -19.7842
H 25.3401 8.8492 -18.9580
H 24.3251 9.7210 -21.1121
H 24.3619 8.0214 -20.9601
H 25.3041 6.5301 -22.5857
H 26.8097 6.7976 -21.9650
H 26.6392 6.9467 -23.5077
H 23.8177 9.1988 -23.2387
H 24.7938 8.6502 -24.5156
H 24.8361 10.2774 -23.9277
H 27.0372 9.8584 -24.3314

Cartesian forces, eV/Å:
C -0.695 1.209 -1.239
C 0.454 -0.995 0.482
C 1.144 -0.252 -1.185
C -0.978 0.127 -1.059
C -0.013 2.106 1.301
C 0.418 -1.348 0.635
C -1.037 -0.177 0.527
C 1.175 1.070 -1.207
C 0.289 0.576 1.104
N 0.113 -2.204 1.757
O 0.688 0.298 -0.106
H -0.289 0.494 0.016
H 0.138 -0.360 0.125
H -0.057 -0.375 0.695
H 0.238 0.299 0.595
H 0.137 0.346 0.264
H -0.042 -0.254 -0.220
H 0.181 -0.389 0.438
H -0.808 -0.095 -0.897
H 0.038 -0.162 -0.266
H 0.256 -0.199 -0.034
H 0.532 1.006 -0.133
H -0.817 0.107 -0.659
H -0.010 0.318 -0.053
H 0.413 -0.855 -0.572
H 0.048 0.490 0.416
H -0.413 -0.106 0.048
H 0.000 -1.388 -0.840
H -0.948 0.758 -0.022
H -0.156 -0.028 0.086
C -0.071 -0.829 0.427
C -1.396 1.026 1.059
C 1.556 -0.326 0.052
C 1.115 -0.879 -1.319
C -1.155 0.488 3.017
C 0.281 0.801 -0.882
C 1.847 -0.558 -2.578
C 0.786 -1.282 2.234
C 0.476 0.387 0.271
N -0.336 1.978 -0.608
O 0.055 -1.084 -0.944
H -0.174 0.418 -0.351
H -0.373 -0.107 0.176
H -0.063 -0.170 -0.091
H -0.639 0.148 -0.369
H -0.389 -0.340 -0.260
H 0.053 0.479 -0.043
H 0.346 0.084 -0.862
H -0.291 -0.450 -0.200
H 0.400 0.654 0.169
H 0.053 -0.839 0.463
H -0.982 0.074 0.184
H 0.257 0.340 0.867
H 0.053 -0.705 -0.226
H 0.136 0.662 -0.558
H -0.382 0.244 -0.081
H -0.435 -0.423 -0.132
H -0.206 -0.291 0.075
H -0.373 0.124 -0.014
H -0.142 0.373 0.518
C -2.250 -0.131 0.503
C 0.925 0.298 -0.274
C 2.027 -0.377 -0.190
C -0.032 0.880 1.819
C -0.426 -0.064 -1.357
C 1.181 0.719 0.164
C -1.806 0.230 0.321
C 1.025 -0.117 0.685
C 0.708 -0.543 1.512
N -0.697 -0.327 -3.560
O 0.618 1.181 -0.122
H 0.062 0.714 -1.003
H -0.277 0.096 0.540
H 0.813 0.210 1.099
H -1.024 0.153 -0.647
H -0.204 -0.078 -0.374
H 0.175 -0.737 0.374
H 0.194 0.052 0.374
H -0.799 -0.124 -0.893
H -0.379 -0.269 0.824
H 0.548 -0.492 -0.201
H 0.243 -0.177 0.059
H -0.276 0.036 0.154
H 0.129 0.167 -0.026
H -0.142 -0.256 -0.033
H 0.136 -0.286 -0.489
H 0.440 0.292 0.021
H 0.067 -0.507 -0.132
H -0.359 -0.227 0.041
H -0.632 -0.326 0.831
C -0.022 -0.124 -0.577
C -0.357 -1.638 -0.426
C -0.045 0.072 0.838
C -0.186 -0.381 0.360
C -0.749 1.762 -0.261
C 1.014 -0.601 1.689
C -0.397 0.149 0.410
C 0.912 0.906 -0.199
C 0.195 0.262 -0.325
N -0.940 0.016 -1.362
O 1.262 -0.341 1.120
H -0.299 0.047 0.606
H 0.528 -0.508 -0.101
H -0.200 0.722 0.257
H 0.178 0.094 0.428
H -0.001 0.239 0.183
H -0.060 -0.400 -0.574
H 0.398 0.573 0.373
H 0.171 0.061 -0.981
H 0.820 -0.217 0.015
H -0.278 -0.225 -0.327
H -0.725 0.370 -0.776
H 0.561 0.071 -0.219
H -0.880 -0.414 0.476
H -0.406 0.051 -0.308
H -0.264 -0.561 -0.633
H -0.270 0.473 -0.099
H 0.441 0.321 0.409
H -0.086 -0.204 -0.185
H -0.297 -0.578 0.179
C 0.056 -0.761 0.949
C 0.436 1.106 -2.392
C 1.018 -0.887 0.279
C -1.893 0.029 1.398
C 0.092 -0.657 0.144
C -0.067 -0.318 0.138
C -1.020 0.006 -1.168
C 1.882 -1.693 -0.307
C -1.239 -0.209 0.382
N -1.167 0.063 2.619
O 1.286 -0.603 -0.376
H -0.338 -0.409 -1.206
H 0.765 -0.403 0.229
H -0.265 0.455 -0.244
H -0.059 0.358 0.209
H -0.813 0.129 0.145
H -0.260 0.625 -0.400
H 0.368 -0.780 0.101
H 0.306 0.713 -0.703
H 0.553 -0.069 -0.396
H -0.095 0.725 0.097
H 0.375 0.464 0.201
H -0.083 -0.187 -0.579
H -0.909 0.813 0.050
H 0.053 0.711 1.089
H -0.230 0.982 -0.899
H -0.199 -0.431 0.230
H 0.614 -0.382 0.127
H 0.968 0.284 0.341
H -0.145 0.324 -0.059